The following is a quantum chemistry calculation of a molecular structure, C20H37F16MgN2O24S4 in a non-equilibrium geometry, from the Open Molecules 2025 dataset.

Summary:
Multiplicity: 2
LUMO level (alpha / beta) in eV: -0.891 / -4.988
Gap between HOMO and LUMO (alpha / beta) in eV: 8.54 / 4.44

Positions of all 104 atoms, in Å:
1 Mg -0.83 2.69 -0.25
2 C -6.31 0.66 3.29
3 F -6.68 -0.52 3.86
4 F -7.37 1.39 3.19
5 F -5.29 1.20 3.96
6 S -5.76 0.27 1.48
7 O -4.31 0.34 1.50
8 O -6.36 -1.01 1.06
9 N -6.16 1.72 0.50
10 S -7.48 1.16 -0.09
11 O -7.27 0.09 -1.09
12 O -8.43 0.89 0.93
13 C -8.31 2.57 -1.09
14 F -9.61 2.24 -1.32
15 F -8.31 3.73 -0.38
16 F -7.62 2.64 -2.20
17 C 2.89 1.39 -0.34
18 F 4.01 1.58 0.43
19 F 2.43 2.57 -0.79
20 F 3.07 0.52 -1.38
21 S 1.47 0.85 0.86
22 O 1.73 -0.51 1.40
23 O 1.42 1.76 1.94
24 N 0.05 1.09 -0.15
25 S -0.21 -0.35 -0.78
26 O -1.11 -0.20 -1.89
27 O 0.84 -1.32 -1.15
28 C -1.19 -1.26 0.68
29 F -0.32 -1.77 1.51
30 F -1.90 -0.33 1.23
31 F -2.01 -2.26 0.18
32 F -0.19 3.97 1.04
33 C 6.27 0.14 -4.89
34 C 5.37 -0.05 -3.70
35 O 4.90 1.20 -3.33
36 C 5.51 2.08 -4.06
37 O 5.43 3.32 -4.03
38 O 6.22 1.48 -5.09
39 F 6.18 -0.55 -2.74
40 H 6.04 -0.33 -5.85
41 H 7.25 -0.24 -4.62
42 H 4.54 -0.75 -3.82
43 C -2.75 -2.50 4.30
44 C -2.93 -3.71 5.24
45 O -1.81 -4.46 4.98
46 C -1.27 -4.14 3.74
47 O -0.39 -4.67 3.10
48 O -1.80 -2.92 3.37
49 F -4.00 -4.50 4.93
50 H -2.37 -1.68 4.90
51 H -3.66 -2.35 3.71
52 H -2.94 -3.37 6.28
53 C 6.80 3.42 2.38
54 C 6.19 2.85 3.69
55 O 7.32 2.12 4.17
56 C 8.44 2.19 3.27
57 O 9.49 1.62 3.38
58 O 8.05 2.85 2.29
59 F 5.12 2.04 3.73
60 H 6.87 4.51 2.30
61 H 6.16 3.09 1.56
62 H 6.02 3.69 4.36
63 C 3.69 4.61 2.52
64 O 2.70 5.48 2.10
65 H 3.49 3.54 2.54
66 H 4.53 4.68 1.82
67 H 4.25 4.87 3.42
68 H 3.14 6.32 1.94
69 C -4.46 -4.85 -0.13
70 O -5.15 -3.70 -0.41
71 H -5.12 -5.43 0.51
72 H -4.20 -5.34 -1.07
73 H -3.58 -4.58 0.46
74 H -6.09 -3.74 -0.22
75 C 3.37 -3.09 -2.31
76 O 3.83 -3.38 -3.66
77 H 4.22 -3.20 -1.64
78 H 2.99 -2.07 -2.24
79 H 2.54 -3.76 -2.08
80 H 3.73 -4.31 -3.86
81 C 3.74 -3.61 1.71
82 O 3.27 -2.73 0.71
83 H 4.14 -2.92 2.45
84 H 2.95 -4.24 2.12
85 H 4.64 -4.08 1.34
86 H 2.66 -2.09 1.08
87 C -3.05 -2.35 -4.02
88 O -3.55 -1.39 -4.99
89 H -2.54 -3.12 -4.60
90 H -2.43 -1.91 -3.23
91 H -3.92 -2.84 -3.60
92 H -3.15 -1.75 -5.79
93 C 0.23 2.66 -2.95
94 O -0.56 3.31 -2.01
95 H -0.35 2.68 -3.88
96 H 1.11 3.31 -3.04
97 H 0.53 1.63 -2.76
98 H -0.89 4.10 -2.44
99 C -4.15 0.89 -2.18
100 O -4.86 2.11 -1.78
101 H -3.34 1.25 -2.80
102 H -3.80 0.32 -1.32
103 H -4.69 0.12 -2.74
104 H -5.01 2.45 -2.67

The following is a quantum chemistry calculation of a molecular structure, C7H17N in a non-equilibrium geometry, from the Open Molecules 2025 dataset.

Summary:
Multiplicity: 2
LUMO level (alpha / beta) in eV: 4.210 / 4.151
Total charge: -1
Energy relative to the best compared isomer or geometry (same formula, charge and spin) in kcal per mole: 61.23
Gap between HOMO and LUMO (alpha / beta) in eV: 4.90 / 6.14

Positions of all 25 atoms, in Å:
1 C 2.85 -0.88 -1.28
2 N 0.13 -0.05 0.14
3 C -0.73 0.24 -0.83
4 C -1.02 -0.07 1.04
5 C -2.12 -1.22 0.88
6 C -1.80 1.25 1.44
7 C -0.98 1.60 -1.42
8 C 3.24 -0.81 0.19
9 H 1.83 -0.42 -1.36
10 H 3.56 -0.39 -1.93
11 H 2.76 -1.92 -1.59
12 H -1.19 -0.59 -1.45
13 H -0.58 -0.35 2.05
14 H -2.58 -1.46 1.82
15 H -1.58 -2.18 0.52
16 H -2.87 -0.92 0.15
17 H -2.23 1.12 2.47
18 H -2.51 1.50 0.67
19 H -1.13 2.06 1.51
20 H -2.08 1.86 -1.55
21 H -0.46 1.67 -2.46
22 H -0.44 2.34 -0.79
23 H 2.41 -1.25 0.83
24 H 3.36 0.23 0.50
25 H 4.17 -1.35 0.48

Number 1: E -6089.89008 Ha. Number 2: E -331.50639 Ha.